[1]
Here is a cluster of 2 separate species, C10H17F3O5S in total at a distorted geometry from the OMol25 dataset. Energies are from ωB97M-V with the def2-TZVPD basis set.

ORCA input file:
```
! RIJCOSX wB97M-V def2-TZVPD def2/J DEFGRID3
* xyz 0 1
C 2.3957 -1.2990 3.8330
C 2.1285 -1.1628 2.2894
C 0.6047 -1.4366 1.9919
C 0.0347 -0.2903 1.0678
C -1.5328 -0.4927 1.0473
S -2.0985 -2.1885 1.4244
O -3.1385 -2.5142 0.4096
O -2.6852 -2.2439 2.7771
O -0.9112 -3.3165 1.2521
C 0.4135 -2.7610 1.2066
H 2.0695 -2.3028 4.1760
H 3.4824 -1.2289 4.0390
H 1.8602 -0.5116 4.3987
H 2.7491 -1.9318 1.7927
H 2.4072 -0.1343 2.0034
H 0.0955 -1.4000 2.9729
H 0.3838 -0.5276 0.0422
H 0.3415 0.7135 1.3964
H -1.9932 -0.0846 0.1291
H -1.9287 0.1428 1.8660
H 1.0759 -3.5167 1.6821
H 0.8037 -2.6562 0.1714
C -1.9632 2.5329 -4.4022
C -1.2745 1.3422 -3.7676
O 0.0091 1.7107 -3.2343
C -0.0088 2.3148 -2.0493
O -0.9975 2.5560 -1.4276
C 1.4145 2.6081 -1.5836
F 2.1560 3.1474 -2.5512
F 2.0446 1.4935 -1.1849
F 1.4406 3.4548 -0.5610
H -1.3198 2.9877 -5.1572
H -2.8977 2.2277 -4.8730
H -2.1848 3.3027 -3.6626
H -1.0839 0.5797 -4.5215
H -1.8925 0.8856 -2.9929
*
```

- SMILES = CC[C@H]1CCS(=O)(=O)OC1.CCOC(=O)C(F)(F)F

So, what does the Mulliken scheme give us? The charges, in e, come out as: atom 1 (C): -1.284, atom 2 (C): -0.633, atom 3 (C): 0.148, atom 4 (C): -0.642, atom 5 (C): -0.722, atom 6 (S): 1.246, atom 7 (O): -0.670, atom 8 (O): -0.637, atom 9 (O): -0.338, atom 10 (C): -0.603, atom 11 (H): 0.303, atom 12 (H): 0.410, atom 13 (H): 0.332, atom 14 (H): 0.378, atom 15 (H): 0.254, atom 16 (H): 0.373, atom 17 (H): 0.186, atom 18 (H): 0.467, atom 19 (H): 0.384, atom 20 (H): 0.367, atom 21 (H): 0.376, atom 22 (H): 0.287, atom 23 (C): -1.146, atom 24 (C): -0.086, atom 25 (O): -0.337, atom 26 (C): 0.433, atom 27 (O): -0.508, atom 28 (C): 0.867, atom 29 (F): -0.258, atom 30 (F): -0.257, atom 31 (F): -0.251, atom 32 (H): 0.306, atom 33 (H): 0.388, atom 34 (H): 0.317, atom 35 (H): 0.357, atom 36 (H): 0.192

=====

[2]
Here is a cluster of 2 separate species, C4H10N2O in total at a distorted geometry from the OMol25 dataset. Energies are from ωB97M-V with the def2-TZVPD basis set.

ORCA input file:
```
! RIJCOSX wB97M-V def2-TZVPD def2/J DEFGRID3
* xyz 0 1
C -2.3983 1.4820 -0.5262
C -1.4207 0.2216 -0.3825
C 0.9377 0.4691 0.1151
C 2.5691 -1.3683 0.6298
H -3.1741 1.3562 -1.5841
H -1.5525 2.2771 -0.8569
H -2.7880 1.9592 0.4238
H -2.0314 -0.4082 0.1919
H -1.1404 0.0236 -1.5288
H 1.7070 1.2850 0.1504
H 3.3542 -0.4655 0.4734
H 3.0095 -2.3741 0.3078
H 2.1476 -1.4738 1.7462
H -0.5131 -1.1694 0.8804
N -0.3175 0.8180 0.2535
N 1.3517 -0.8188 -0.2192
O 0.2590 -1.8136 -0.0747
*
```

- relative energy (zero: lowest compared OMol25 entry of this formula, charge and spin) (kJ/mol) = 796.3

So, what does the Mulliken scheme give us? The charges, in e, come out as: atom 1 (C): -0.980, atom 2 (C): -0.227, atom 3 (C): -0.011, atom 4 (C): -0.627, atom 5 (H): 0.246, atom 6 (H): 0.237, atom 7 (H): 0.326, atom 8 (H): 0.403, atom 9 (H): 0.186, atom 10 (H): 0.303, atom 11 (H): 0.283, atom 12 (H): 0.254, atom 13 (H): 0.225, atom 14 (H): 0.405, atom 15 (N): -0.554, atom 16 (N): -0.007, atom 17 (O): -0.461

=====

[3]
Here is a structure of composition C6H12BN2O2 at a distorted geometry from the OMol25 dataset. Energies are from ωB97M-V with the def2-TZVPD basis set.

ORCA input file:
```
! RIJCOSX wB97M-V def2-TZVPD def2/J DEFGRID3
* xyz 1 1
B 0.9490 -0.5457 1.4856
C -0.6763 2.2457 0.1410
C -1.5020 1.1563 -0.2591
C 0.6679 2.2309 0.2238
C -1.0591 -0.0726 -0.4555
C 0.8289 -0.2202 -0.1113
C -1.7449 -1.3969 -0.7938
N 1.4493 -1.3594 -0.8206
N 1.3360 1.1158 -0.5119
O 0.5146 -1.7812 1.7426
O 1.2077 0.6062 2.1639
H -1.3934 3.0107 0.5098
H -2.6869 1.3184 -0.3269
H 1.2734 2.9567 0.6607
H -1.7435 -1.8975 0.2429
H -1.3984 -1.9560 -1.6033
H -2.6840 -1.1682 -1.0515
H 1.4194 -1.1446 -1.7933
H 1.1240 -2.2666 -0.5512
H 1.1470 1.0466 -1.5273
H 2.3607 1.1433 -0.2837
H 0.7846 -2.2907 2.5058
H 1.3958 0.5957 3.0614
*
```

- relative energy (zero: lowest compared OMol25 entry of this formula, charge and spin) (kJ/mol) = 215.6

So, what does the Mulliken scheme give us? The charges, in e, come out as: atom 1 (B): 0.575, atom 2 (C): -0.018, atom 3 (C): -0.197, atom 4 (C): -0.872, atom 5 (C): 0.486, atom 6 (C): -0.145, atom 7 (C): -1.501, atom 8 (N): -0.583, atom 9 (N): 0.093, atom 10 (O): -0.556, atom 11 (O): -0.421, atom 12 (H): 0.361, atom 13 (H): 0.235, atom 14 (H): 0.490, atom 15 (H): 0.240, atom 16 (H): 0.326, atom 17 (H): 0.545, atom 18 (H): 0.223, atom 19 (H): 0.269, atom 20 (H): 0.470, atom 21 (H): 0.380, atom 22 (H): 0.310, atom 23 (H): 0.291

=====

| no. | E_LUMO (eV) | highest occupied orbital energy (Eh) | orbital gap (eV) |
| --- | --- | --- | --- |
| 1 | 0.50 | -0.380 | 10.826 |
| 2 | 0.52 | -0.326 | 9.400 |
| 3 | -3.26 | -0.468 | 9.467 |